[1]
Density functional theory data (wB97M-V/def2-TZVPD) for 4 unconnected molecules or ions with the total composition C26H49Cl6FN2OPS at a distorted geometry.

```
87
C26H49Cl6FN2OPS | the Open Molecules 2025 dataset | wB97M-V/def2-TZVPD
Cl -1.4667 -1.3022 -7.7917
Cl 0.2777 6.0796 -0.4406
Cl 2.9926 7.7542 0.7887
Cl -4.1218 -4.6362 -11.9288
Cl -4.5168 -2.7855 -9.0820
Cl -0.2543 -3.2329 -5.2445
S 3.1846 -3.0278 1.4849
P 0.5831 -3.1549 -1.5384
F -1.7870 1.0032 1.7551
O 2.7701 3.0494 0.3626
N 0.5257 -1.5971 -2.0734
N -0.8539 -2.5656 0.6803
C -4.1717 -2.8604 -11.8037
C -0.1553 3.2619 4.5261
C 1.6483 -2.1753 0.8360
C 1.3986 3.0724 0.9257
C -0.1773 3.9604 3.0066
C 1.9869 -1.3212 4.2991
C 0.4743 -3.2351 0.4046
C -3.4237 -3.8410 0.1649
C 1.2760 0.0996 6.5283
C -1.3031 -1.8011 -5.0979
C 0.7993 -1.9099 3.3340
C -2.1529 -0.4603 1.8413
C 1.4832 -1.3960 5.8586
C -0.8636 -1.3918 1.4445
C 0.4508 1.7281 4.4834
C 0.6663 -4.8413 0.6705
C -3.5452 -2.3576 -10.5127
C -2.2067 -3.0988 0.1674
C 0.7552 -1.2134 1.8253
C 2.9345 6.7282 -0.6665
C 1.5957 6.8207 -1.3815
C -2.8032 -0.7617 3.3157
C 2.7940 2.3987 -0.9600
C -2.2827 -1.6855 -6.2551
C 1.3161 4.0118 2.3065
C -0.0238 0.8031 5.7547
H -3.0406 -0.5884 1.0538
H -2.5370 -2.7594 -10.3707
H 2.2358 0.7682 6.4952
H 0.5963 3.3929 0.1285
H 3.8306 2.7039 -1.4637
H -2.9915 -0.8748 -6.0628
H -1.8512 -1.9053 -4.1568
H -0.2299 -1.6925 3.8591
H 0.0875 1.2152 3.4963
H -0.6625 -0.9167 -5.0225
H 0.4989 3.9167 5.2445
H 0.4527 -1.9944 5.9290
H 3.7342 7.0729 -1.3285
H -0.5180 5.0910 3.1666
H -0.5804 -3.8093 -2.1524
H 1.6455 6.2840 -2.3335
H 0.9411 -0.0807 7.6460
H -4.4353 -4.4693 0.2445
H 3.1608 5.7002 -0.3662
H 1.3216 7.8597 -1.5905
H -2.4528 0.1060 4.0557
H 2.3349 -0.2620 3.9398
H -3.9917 -0.7719 3.3077
H 2.9025 -2.0688 4.1991
H 1.5726 -5.3116 0.0521
H -3.4764 -1.2660 -10.5331
H 1.4039 -1.4163 -2.6164
H -0.7093 1.3603 6.5306
H 1.8197 -3.7433 -2.0066
H 0.8548 -3.0944 3.2022
H 1.1596 1.9614 1.2466
H 2.1360 3.5785 3.0570
H -3.6192 -2.4670 -12.6621
H 1.9305 2.8092 -1.6357
H -5.2151 -2.5423 -11.8957
H 1.6248 1.7770 4.4480
H -0.6525 -0.1197 5.3323
H -2.4689 -1.8228 3.7329
H -2.8524 -2.6096 -6.3948
H 0.7458 -5.1562 1.7947
H 2.2757 -2.0321 6.4527
H -0.9876 3.4363 2.3254
H 2.7497 1.2285 -0.9330
H -1.2790 3.2875 4.9223
H -0.3054 -5.3767 0.2346
H 1.1187 -0.0971 2.0053
H 4.2955 -2.1391 1.3946
H 2.0721 -1.4098 0.0589
H 1.5519 5.1291 1.9813
```

HOMO level	-11.50	eV
electronic energy	-4804.56722	Eh
total charge	+1
frontier orbital gap	6.5388	eV

Mulliken population analysis, charges in e, atoms 1 to 4:
1. Cl -0.20
2. Cl -0.14
3. Cl -0.19
4. Cl -0.18



[2]
Density functional theory data (wB97M-V/def2-TZVPD) for C5H10N2 in the gas phase at a distorted geometry.

```
17
C5H10N2 | the Open Molecules 2025 dataset | wB97M-V/def2-TZVPD
N 0.5062 1.2688 0.0561
N -2.1333 -0.1407 -1.3693
C -1.7555 -0.4434 1.1467
C 0.1116 0.0690 -0.2318
C 1.9301 1.5595 0.0140
C 0.9719 -1.1141 -0.5880
C -1.3540 -0.1529 -0.3705
H 2.0648 2.6255 -0.1921
H -3.1174 -0.2699 -1.1065
H -2.1953 0.4773 1.5329
H 1.4363 -0.9489 -1.5628
H 2.4042 1.3422 0.9782
H 0.3804 -2.0320 -0.6356
H 1.7495 -1.2436 0.1688
H 2.4775 1.0205 -0.7678
H -2.5107 -1.2335 1.1085
H -0.9663 -0.7838 1.8191
```

HOMO level	-9.18	eV
energy relative to the best compared isomer or geometry (same formula, charge and spin)	33.0	kcal/mol
electronic energy	-305.97131	Eh
frontier orbital gap	10.1219	eV

Mulliken population analysis, charges in e, atoms 1 to 4:
1. N -0.54
2. N -0.68
3. C -1.12
4. C 0.79



[3]
Density functional theory data (wB97M-V/def2-TZVPD) for CHNOS in the gas phase at a distorted geometry.

```
5
CHNOS | the Open Molecules 2025 dataset | wB97M-V/def2-TZVPD
S 0.5018 0.4696 -2.5527
O -0.0850 0.0377 0.1225
N -0.6577 -0.1079 1.5137
C 0.1402 0.1971 -1.0734
H 0.1007 -0.5965 1.9899
```

HOMO level	-8.36	eV
energy relative to the best compared isomer or geometry (same formula, charge and spin)	85.4	kcal/mol
electronic energy	-566.69432	Eh
frontier orbital gap	8.3161	eV

Mulliken population analysis, charges in e, atoms 1 to 4:
1. S -0.27
2. O -0.29
3. N -0.39
4. C 0.77



[4]
Density functional theory data (wB97M-V/def2-TZVPD) for a molecular structure, B4CaF16 at a distorted geometry.

```
21
B4CaF16 | the Open Molecules 2025 dataset | wB97M-V/def2-TZVPD
Ca 0.1598 2.2660 9.6947
F -1.0186 4.3561 10.0642
F 3.1280 3.6553 7.9204
F -2.4531 2.5684 9.1385
F -0.6810 2.9851 11.8305
F 0.3197 0.3144 10.9659
F 2.1751 0.2388 12.3061
F 0.9678 4.3863 11.1619
F 1.7220 3.7741 6.0871
F -1.3286 2.4274 7.1808
F -1.2251 0.7260 8.7235
F 1.4162 2.1172 7.6653
F -0.9077 5.2827 12.1967
F 2.0595 1.7419 10.5144
F -3.1875 1.0684 7.5016
F 0.9367 4.2755 8.1954
F 2.3195 -0.4969 10.1383
B 1.8345 3.4635 7.4487
B -2.0966 1.6992 8.0943
B -0.4378 4.3055 11.3293
B 1.7529 0.4342 11.0004
```

HOMO level	-6.34	eV
energy relative to the best compared isomer or geometry (same formula, charge and spin)	0.0	kcal/mol
electronic energy	-2376.13970	Eh
total charge	-2
frontier orbital gap	11.9703	eV

Mulliken population analysis, charges in e, atoms 1 to 4:
1. Ca 1.98
2. F -0.31
3. F -0.38
4. F -0.33